C2H18NO5 as an isolated structure, computed with the ωB97M-V functional and the def2-TZVPD basis.

Atoms and positions in Å:
C1 2.567 -0.202 1.067
N1 1.239 -0.846 1.242
C2 1.226 -1.852 2.333
H1 2.481 0.366 0.144
H2 2.735 0.470 1.903
H3 3.352 -0.943 1.014
H4 0.922 -1.296 0.375
H5 0.499 -0.150 1.384
H6 1.856 -2.679 2.016
H7 0.214 -2.215 2.483
H8 1.641 -1.451 3.251
H9 -2.991 -0.200 -0.350
H10 -2.062 1.048 -0.900
O1 -2.160 0.274 -0.230
H11 -0.922 1.556 -2.594
H12 -2.325 2.202 -2.752
O2 -1.681 1.951 -2.109
H13 -1.304 -0.676 -0.480
H14 -0.677 -2.081 -1.163
O3 -0.403 -1.189 -0.913
H15 -0.758 1.895 2.336
H16 -1.403 1.053 1.228
O4 -0.698 1.050 1.883
H17 0.756 0.016 -3.396
H18 0.262 -0.133 -1.937
O5 0.676 0.517 -2.582

As for the total charge: +1.

Atomic partial charges in e from the Mulliken method, atoms 1 to 5: number 1, C, carries -0.87; number 2, N, carries 0.13; number 3, C, carries -0.94; number 4, H, carries 0.33; number 5, H, carries 0.36

=====

A 6-piece molecular cluster, C2H18NO5 overall, computed with the ωB97M-V functional and the def2-TZVPD basis.

Atoms and positions in Å:
C1 -0.359 -1.488 1.667
N1 -0.305 -0.236 0.865
C2 0.106 0.934 1.848
H1 -1.313 -1.893 1.480
H2 0.434 -2.217 1.475
H3 -0.361 -1.297 2.762
H4 -1.273 -0.137 0.386
H5 0.494 -0.119 0.160
H6 -0.492 1.827 1.437
H7 1.201 1.037 1.822
H8 -0.328 0.828 2.831
H9 2.254 -0.623 -1.154
H10 0.749 -1.038 -1.697
O1 1.252 -0.660 -1.021
H11 -1.203 -1.911 -2.472
H12 -0.984 -1.716 -0.870
O2 -0.707 -2.085 -1.714
H13 -0.947 2.461 -0.926
H14 -0.056 1.748 -1.912
O3 -0.582 1.777 -1.112
H15 3.588 0.586 0.461
H16 3.038 2.028 0.963
O4 3.102 1.130 1.177
H17 -2.781 1.207 -0.800
H18 -2.233 0.414 -1.791
O5 -2.581 0.312 -0.992

The expectation value of S² is 0.7557. As for the total charge: +2. Its multiplicity is 2.

Atomic partial charges in e from the Mulliken method, atoms 1 to 5: number 1, C, carries -0.92; number 2, N, carries 0.08; number 3, C, carries -0.81; number 4, H, carries 0.46; number 5, H, carries 0.31

=====

C2H19CdO8 as an isolated structure, computed with the ωB97M-V functional and the def2-TZVPD basis.

Atoms and positions in Å:
Cd1 -5.337 -1.471 21.540
O1 -5.133 -2.160 24.126
H1 -5.421 -1.506 24.792
O2 -4.925 -4.266 20.544
H2 -4.646 -5.105 20.910
H3 -5.095 -4.451 19.621
O3 -2.295 -4.540 24.212
H4 -1.577 -4.088 24.656
H5 -3.022 -3.919 24.239
O4 -2.352 -0.732 21.605
H6 -1.959 -0.064 22.166
H7 -1.645 -0.999 21.017
O5 -7.792 -4.490 25.150
H8 -7.045 -4.000 24.804
H9 -8.440 -4.469 24.445
O6 -5.689 1.495 22.294
H10 -6.285 2.227 22.136
H11 -4.902 1.901 22.658
O7 -2.933 -0.545 26.531
H12 -3.368 -0.907 25.759
H13 -2.111 -1.032 26.593
C1 -5.886 -1.154 30.567
C2 -7.196 -0.923 31.398
O8 -6.741 -0.774 32.667
H14 -5.360 -2.075 30.820
H15 -5.217 -0.304 30.702
H16 -6.020 -1.149 29.485
H17 -7.939 -1.717 31.327
H18 -7.749 -0.058 31.031
H19 -6.435 0.118 32.847

As for the total charge: +1.

Atomic partial charges in e from the Mulliken method, atoms 1 to 5: number 1, Cd, carries 1.30; number 2, O, carries -0.67; number 3, H, carries 0.27; number 4, O, carries -0.59; number 5, H, carries 0.32

=====

A 8-piece molecular cluster, C2H19NO7 overall, computed with the ωB97M-V functional and the def2-TZVPD basis.

Atoms and positions in Å:
C1 3.111 0.050 0.728
C2 1.703 1.056 2.266
N1 1.784 0.434 1.150
H1 3.870 0.753 1.090
H2 3.221 -0.075 -0.331
H3 3.421 -0.877 1.251
H4 0.691 1.295 2.594
H5 2.484 1.494 2.884
H6 -2.382 0.800 0.629
H7 -3.059 1.955 1.337
O1 -2.681 1.086 1.496
H8 -3.495 -1.263 -0.335
H9 -3.428 -1.163 1.195
O2 -3.550 -1.785 0.471
H10 0.200 -1.358 -2.688
H11 1.533 -1.795 -3.199
O3 1.087 -1.562 -2.376
H12 0.566 -2.043 1.257
H13 -0.109 -0.644 1.001
O4 -0.122 -1.601 0.753
H14 0.829 2.668 -0.187
H15 0.094 3.986 -0.070
O5 0.240 3.258 -0.686
H16 -1.203 -2.532 -1.706
H17 -0.015 -3.431 -2.063
O6 -0.885 -3.165 -2.378
H18 -0.902 1.852 -0.785
H19 -1.482 1.399 -2.120
O7 -1.519 1.208 -1.177

Atomic partial charges in e from the Mulliken method, atoms 1 to 5: number 1, C, carries -1.04; number 2, C, carries -0.34; number 3, N, carries -0.09; number 4, H, carries 0.34; number 5, H, carries 0.29

=====

A 9-piece molecular cluster, C2H19O10 overall, computed with the ωB97M-V functional and the def2-TZVPD basis.

Atoms and positions in Å:
C1 -1.020 -0.955 0.982
C2 -0.364 -0.175 -0.160
O1 0.789 0.316 -0.019
O2 -1.086 0.016 -1.176
H1 -1.244 -0.296 1.823
H2 -0.377 -1.777 1.292
H3 -1.989 -1.341 0.671
O3 -2.542 -2.334 -2.312
H4 -2.508 -1.834 -3.132
H5 -2.321 -1.675 -1.632
O4 3.680 -0.688 -0.512
H6 2.719 -0.782 -0.434
H7 4.039 -1.290 0.149
O5 1.655 -0.436 2.622
H8 1.227 0.122 3.280
H9 1.492 0.024 1.769
O6 -3.451 1.673 -0.978
H10 -3.298 2.144 -0.154
H11 -2.691 1.059 -1.055
O7 -0.409 2.595 -2.604
H12 -0.218 1.774 -3.075
H13 -0.416 2.327 -1.680
O8 2.338 2.593 0.801
H14 1.960 3.378 0.391
H15 1.777 1.859 0.484
O9 -0.694 -1.989 4.667
H16 -0.779 -2.863 4.273
H17 -0.083 -1.520 4.084
O10 1.481 0.299 -2.984
H18 1.231 -0.577 -3.296
H19 1.098 0.353 -2.085

As for the total charge: -1.

Atomic partial charges in e from the Mulliken method, atoms 1 to 5: number 1, C, carries -1.03; number 2, C, carries 0.66; number 3, O, carries -0.63; number 4, O, carries -0.76; number 5, H, carries 0.23

=====

The records above give, respectively, ΔE to the lowest compared entry with this formula, charge and spin values of 5.8; 88.0; 102.9; 24.8; 2.5 kcal per mole.